{
  "formula": "C18H36O10S",
  "method": "ωB97M-V with the def2-TZVPD basis set",
  "elements": ["C", "C", "O", "C", "C", "O", "H", "H", "H", "H", "H", "H", "H", "H", "C", "C", "O", "C", "C", "O", "H", "H", "H", "H", "H", "H", "H", "H", "C", "C", "O", "C", "C", "O", "H", "H", "H", "H", "H", "H", "H", "H", "C", "C", "O", "C", "C", "O", "H", "H", "H", "H", "H", "H", "H", "H", "C", "O", "C", "O", "S", "H", "H", "H", "H"],
  "xyz": [[-0.44175, -1.04304, -0.70768], [-0.40145, 0.31154, -0.04134], [-0.19020, 0.24308, 1.38059], [1.04084, 0.18136, 1.91067], [2.22511, -0.13570, 1.03172], [1.15178, 0.33938, 3.10224], [0.49975, -1.58045, -0.59566], [-0.64442, -0.93646, -1.77445], [-1.22117, -1.66440, -0.26421], [0.33893, 0.97414, -0.48283], [-1.36083, 0.81803, -0.13849], [2.37966, -1.21558, 1.04970], [3.09871, 0.34628, 1.46227], [2.10877, 0.19121, 0.00326], [-1.24259, 5.43114, 2.31610], [-0.76832, 4.00806, 2.51343], [-0.22351, 3.44400, 1.31130], [1.05944, 3.60510, 0.94319], [1.92721, 4.61748, 1.64766], [1.46542, 2.94228, 0.02237], [-0.41954, 6.10006, 2.06333], [-1.71091, 5.79668, 3.23046], [-1.97419, 5.47455, 1.50947], [-0.05101, 3.92120, 3.33054], [-1.60576, 3.35509, 2.75543], [1.87224, 5.55442, 1.09222], [2.95241, 4.25923, 1.61431], [1.64853, 4.80768, 2.67970], [-3.69030, -5.07201, -3.23189], [-2.47439, -5.94944, -3.02517], [-1.28168, -5.18049, -2.82900], [-0.90670, -4.70513, -1.62569], [-1.85561, -4.79275, -0.45357], [0.16514, -4.16882, -1.53603], [-3.90733, -4.47063, -2.34887], [-4.56379, -5.68803, -3.44808], [-3.52432, -4.39542, -4.06973], [-2.61398, -6.65683, -2.20696], [-2.26944, -6.53267, -3.92133], [-2.43331, -3.86849, -0.41757], [-1.26095, -4.85836, 0.45346], [-2.54613, -5.63003, -0.48938], [4.44386, 0.77462, -4.03016], [3.12520, 1.12593, -3.37444], [2.00514, 0.56953, -4.07212], [1.55757, -0.68941, -3.85254], [2.39422, -1.64882, -3.04071], [0.51286, -1.01043, -4.34934], [4.62950, -0.29932, -4.01010], [5.26413, 1.27292, -3.51199], [4.44206, 1.09845, -5.07087], [3.10253, 0.83964, -2.32196], [2.95489, 2.20062, -3.41152], [3.02493, -2.23559, -3.70874], [1.72125, -2.33252, -2.52662], [3.03303, -1.16713, -2.30439], [-0.96424, 1.56203, 5.17091], [-2.01926, 0.96083, 5.94609], [-3.26304, 0.95313, 5.44180], [-3.95839, -0.00973, 5.42270], [-3.87073, 2.60317, 4.96308], [-0.81106, 1.01863, 4.24095], [-1.18254, 2.61059, 4.97644], [-0.06496, 1.48054, 5.77125], [-4.42735, 2.14505, 3.83683]],
  "mulliken_charge": [-0.7878, -0.1768, -0.3717, 0.8041, -0.5401, -0.5932, 0.1381, 0.3927, 0.1138, 0.1527, 0.3778, 0.3620, 0.3896, -0.2910, -1.2719, -0.1418, -0.2508, 0.8718, -1.2207, -0.5560, 0.3002, 0.3833, 0.3225, 0.3532, 0.2145, 0.3091, 0.3249, 0.3890, -0.9696, -0.4087, -0.3630, 0.7982, -1.0494, -0.5615, 0.2687, 0.3654, 0.2932, 0.3719, 0.3132, 0.2319, 0.3399, 0.3611, -1.1287, 0.1347, -0.3739, 0.7844, -0.5535, -0.5887, 0.2797, 0.3751, 0.3029, -0.1333, 0.3746, 0.3602, -0.0498, 0.2385, -0.5262, -0.3657, 0.6853, -0.4754, -0.2813, 0.2679, 0.2669, 0.2474, 0.1701],
  "homo_ha": -0.3630,
  "orbital_gap_ev": 10.346,
  "lumo_energy_ev": 0.4675,
  "mol_weight_g_mol": 444.5
}

{
  "formula": "C18H36O36S9",
  "method": "ωB97M-V with the def2-TZVPD basis set",
  "elements": ["O", "S", "O", "O", "C", "C", "O", "H", "H", "H", "H", "O", "S", "O", "O", "C", "C", "O", "H", "H", "H", "H", "O", "S", "O", "O", "C", "C", "O", "H", "H", "H", "H", "O", "S", "O", "O", "C", "C", "O", "H", "H", "H", "H", "O", "S", "O", "O", "C", "C", "O", "H", "H", "H", "H", "O", "S", "O", "O", "C", "C", "O", "H", "H", "H", "H", "O", "S", "O", "O", "C", "C", "O", "H", "H", "H", "H", "O", "S", "O", "O", "C", "C", "O", "H", "H", "H", "H", "O", "S", "O", "O", "C", "C", "O", "H", "H", "H", "H"],
  "xyz": [[-0.92392, -0.30381, 3.71832], [-0.89868, -1.70790, 4.02102], [0.35618, -2.34053, 4.16089], [-1.89140, -2.03254, 5.29417], [-3.25081, -1.80464, 4.90828], [-3.24610, -2.49376, 3.50691], [-1.86100, -2.70007, 3.14458], [-3.92828, -2.31266, 5.59463], [-3.44024, -0.74101, 4.76374], [-3.74615, -1.93207, 2.71789], [-3.61608, -3.51896, 3.49321], [1.18554, 0.25607, -7.04958], [1.88679, -0.40012, -5.93954], [3.28807, -0.78581, -6.08059], [1.77477, 0.50579, -4.54879], [0.64035, 0.15538, -3.78592], [0.00805, -1.02322, -4.45181], [1.10016, -1.53615, -5.22882], [1.07632, -0.17117, -2.84177], [0.20455, 1.14344, -3.63794], [-0.78220, -0.72683, -5.14156], [-0.41490, -1.85237, -3.88461], [4.11611, 1.50752, -0.64417], [5.34341, 0.91515, -0.14647], [5.22908, -0.54177, 0.16120], [6.57041, 1.27792, -1.12359], [7.13428, 2.54364, -0.88939], [6.89601, 2.82445, 0.57268], [6.03834, 1.83413, 1.09338], [8.19894, 2.48034, -1.11435], [6.66426, 3.30945, -1.50642], [6.39266, 3.78613, 0.67222], [7.86650, 2.73876, 1.06145], [-1.32196, -2.29339, -1.15624], [-1.14783, -1.32635, -0.12082], [-2.23565, -0.99250, 0.76655], [0.27565, -1.36684, 0.74709], [1.00389, -0.17922, 0.82513], [0.33990, 0.82985, -0.06889], [-0.55193, 0.09931, -0.79614], [0.96206, 0.15287, 1.86246], [2.00287, -0.37454, 0.43529], [1.17227, 1.26914, -0.61867], [-0.24292, 1.51898, 0.54228], [-4.79971, -2.37127, 0.56031], [-5.40091, -3.70072, 0.40564], [-6.81117, -3.85479, 0.14020], [-4.52754, -4.66335, -0.61440], [-3.35335, -5.12059, -0.08621], [-3.78314, -5.30807, 1.45046], [-4.95599, -4.64501, 1.71448], [-3.09312, -6.05632, -0.58096], [-2.59833, -4.36995, -0.31983], [-2.94337, -5.05063, 2.09592], [-3.98243, -6.32900, 1.77617], [-0.87479, -6.36147, -2.99937], [-0.74129, -4.94682, -3.39361], [-1.68418, -3.89499, -2.96688], [0.76760, -4.47286, -3.08356], [1.73628, -4.79966, -4.06176], [0.89497, -4.87008, -5.29934], [-0.50018, -4.73474, -5.02372], [2.37257, -3.91574, -4.01772], [2.30030, -5.63841, -3.65376], [0.96636, -5.88258, -5.69663], [1.11168, -4.13849, -6.07774], [4.10524, 3.23229, 2.96963], [3.13957, 2.19683, 3.16426], [1.76561, 2.55256, 2.85950], [3.45703, 0.76632, 2.32054], [3.27571, -0.39879, 3.17211], [2.83136, 0.08065, 4.59251], [3.24714, 1.41877, 4.60452], [2.52632, -1.05660, 2.73190], [4.21173, -0.95587, 3.13169], [3.32236, -0.56156, 5.32365], [1.74914, 0.01896, 4.70702], [2.56737, 5.62573, 0.47594], [1.21228, 5.00388, 0.32620], [1.05720, 3.80472, -0.47047], [0.47119, 4.73764, 1.77579], [-0.81912, 5.37438, 1.91879], [-0.74479, 6.52532, 0.90179], [0.02478, 6.04277, -0.21217], [-1.61144, 4.63650, 1.79280], [-0.75779, 5.71318, 2.95298], [-0.38882, 7.47271, 1.30657], [-1.74474, 6.82343, 0.58662], [-6.23051, 4.97811, 1.23787], [-5.16398, 4.97991, 0.28304], [-4.45388, 6.12622, -0.27923], [-4.05822, 3.94360, 0.85409], [-3.51861, 3.05830, -0.09659], [-4.19348, 3.35579, -1.45445], [-5.40078, 3.99510, -1.03742], [-2.45607, 3.28157, -0.19288], [-3.66998, 2.03387, 0.24359], [-4.44207, 2.49257, -2.07184], [-3.63742, 4.13657, -1.97335]],
  "mulliken_charge": [-0.4940, 1.2663, -0.6106, -0.4650, -0.3639, 0.0586, -0.1620, 0.3508, 0.2456, 0.0224, 0.2136, -0.5479, 0.9747, -0.5502, -0.3545, 0.1219, 0.3888, -0.1637, -0.0015, 0.2823, 0.2257, -0.3533, -0.4045, 1.1177, -0.6067, -0.3514, -0.3496, -0.2032, -0.2635, 0.2952, 0.2357, 0.2545, 0.2748, -0.3478, 0.8253, -0.4327, -0.3261, 0.2390, 0.1029, -0.4043, -0.1012, -0.1518, 0.3256, 0.0488, -0.4000, 0.9572, -0.5775, -0.3132, 0.2102, -0.0925, -0.3360, 0.3207, -0.2872, 0.1823, 0.3440, -0.6096, 1.1155, -0.4032, -0.2363, -0.2395, -0.2693, -0.3474, 0.1808, 0.2860, 0.3058, 0.2469, -0.5740, 1.0214, -0.4085, 0.0267, -0.2902, -0.1222, -0.4200, 0.1876, 0.2847, 0.3411, 0.1114, -0.5761, 0.9913, -0.4122, -0.2312, -0.1015, -0.3028, -0.3733, 0.0696, 0.2850, 0.2896, 0.3106, -0.5193, 1.1060, -0.5331, -0.2998, 0.1827, -0.3721, -0.3761, -0.0769, 0.2438, 0.2893, 0.3498],
  "homo_ha": -0.3970,
  "orbital_gap_ev": 11.045,
  "e_above_lowest_kcal_mol": 115.7,
  "lumo_energy_ev": 0.2429,
  "mol_weight_g_mol": 1117.1
}

{
  "formula": "C18H36O6",
  "method": "ωB97M-V with the def2-TZVPD basis set",
  "elements": ["C", "C", "O", "C", "H", "H", "H", "H", "H", "H", "C", "C", "O", "C", "H", "H", "H", "H", "H", "H", "C", "C", "O", "C", "H", "H", "H", "H", "H", "H", "C", "C", "O", "C", "H", "H", "H", "H", "H", "H", "C", "C", "O", "C", "H", "H", "H", "H", "H", "H", "C", "C", "O", "C", "H", "H", "H", "H", "H", "H"],
  "xyz": [[-0.01501, 0.79864, -2.83923], [-1.50110, 0.57315, -2.66144], [-2.36166, 1.44563, -2.47202], [-1.99057, -0.85686, -2.50870], [0.30024, 1.43603, -2.01313], [0.12703, 1.49978, -3.66162], [0.55537, -0.11390, -3.01257], [-2.95596, -0.92838, -3.00970], [-1.99633, -1.02263, -1.43139], [-1.31217, -1.54718, -3.01003], [-0.31608, -3.74635, 3.97864], [0.88970, -3.14807, 3.25278], [0.69056, -2.57254, 2.23685], [2.26763, -3.41510, 3.75383], [-0.92636, -2.98306, 4.46140], [0.10941, -4.36174, 4.77133], [-0.82773, -4.36076, 3.23782], [2.43577, -3.36731, 4.82972], [3.06780, -2.85514, 3.26981], [2.34222, -4.45342, 3.43066], [-2.26097, -0.19673, -0.00051], [-2.13581, 0.49885, 1.39417], [-0.98141, 0.65649, 1.85407], [-3.38763, 1.13053, 2.14781], [-2.33716, 0.52962, -0.80965], [-3.12705, -0.85473, -0.07145], [-1.30483, -0.64114, -0.27690], [-4.01081, 1.51637, 1.34104], [-3.14165, 2.01719, 2.73214], [-3.97630, 0.44475, 2.75715], [0.87294, 1.59574, 0.12233], [1.42063, 0.18159, 0.56615], [1.97148, -0.62399, -0.22232], [1.31299, -0.17958, 2.07292], [0.57289, 2.07893, 1.05216], [-0.02733, 1.45009, -0.47468], [1.55596, 2.11964, -0.54632], [1.56535, -1.23615, 2.16289], [0.31465, 0.08098, 2.42436], [1.97528, 0.44378, 2.67366], [2.30816, -0.69673, -2.10472], [2.50982, -1.76895, -3.16456], [2.49113, -1.50415, -4.34989], [2.82256, -3.18588, -2.68589], [1.81566, 0.16639, -2.55259], [3.30841, -0.45646, -1.74434], [1.76675, -1.12819, -1.26282], [3.83216, -3.08821, -2.28679], [2.86539, -3.86124, -3.54039], [2.15356, -3.41149, -1.85544], [-0.70553, 2.98752, -0.32442], [-0.82113, 4.37024, -0.00786], [-0.81466, 4.76534, 1.13943], [-1.06851, 5.30729, -1.16395], [-0.40587, 2.34631, 0.50451], [-0.26908, 2.75272, -1.29523], [-1.77412, 2.81894, -0.45795], [-0.51462, 6.23751, -1.03743], [-2.13085, 5.54232, -1.22951], [-0.82319, 4.77370, -2.08222]],
  "mulliken_charge": [-0.5021, 0.6377, -0.6244, -0.9860, -0.0095, 0.5357, 0.3382, 0.3646, 0.2795, 0.4060, -1.0921, 0.8515, -0.5200, -1.1694, 0.2868, 0.3664, 0.3014, 0.3543, 0.3364, 0.3298, -1.0083, 0.5682, -0.6087, -1.4498, 0.2739, 0.5118, 0.1676, 0.4102, 0.3728, 0.3578, 0.5515, -0.0314, -0.4385, -1.3217, 0.5233, -1.8524, 0.9687, 0.3282, 0.3046, 0.4877, -0.9070, 0.7344, -0.6385, -1.2320, 0.3454, 0.4933, 0.0481, 0.3053, 0.3733, 0.2801, 0.9134, 0.4673, -0.6188, -1.2287, -0.0113, -0.0667, 0.1970, 0.3441, 0.2935, 0.3075],
  "homo_ha": -0.2663,
  "orbital_gap_ev": 7.678,
  "e_above_lowest_kcal_mol": 306.4,
  "lumo_energy_ev": 0.4330,
  "mol_weight_g_mol": 348.5
}

Which calculated total energy belongs to each record? In order, -50560.0651, -190463.7973, -31521.1033 eV.